1.
This record from the Open Molecules 2025 dataset describes an isolated molecule of C23H26N2O3. The level of theory is ωB97M-V/def2-TZVPD.

Each line ends with the natural charge from an NBO analysis.
Positions of all 54 atoms, in Å:
1 C 5.09 2.00 0.35  -0.656
2 C 6.42 1.36 0.75  -0.055
3 O 6.41 -0.05 0.86  -0.540
4 C 6.36 -0.78 -0.34  -0.060
5 C 4.94 -1.09 -0.83  -0.434
6 H 5.00 -1.78 -1.67  0.203
7 H 4.45 -0.18 -1.17  0.207
8 C 4.11 -1.69 0.31  -0.238
9 N 2.69 -1.70 0.01  -0.598
10 C 1.87 -0.71 0.41  0.658
11 O 2.23 0.21 1.11  -0.620
12 C 0.45 -0.89 -0.06  -0.052
13 C -0.16 -2.08 0.09  -0.278
14 C -1.53 -2.32 -0.31  0.628
15 O -2.08 -3.41 -0.21  -0.621
16 N -2.19 -1.23 -0.86  -0.398
17 C -1.61 0.00 -1.02  0.193
18 C -2.32 1.08 -1.58  -0.252
19 C -1.73 2.30 -1.74  -0.174
20 C -0.40 2.51 -1.36  -0.228
21 C 0.31 1.48 -0.81  -0.176
22 C -0.27 0.22 -0.63  -0.057
23 H 1.33 1.63 -0.49  0.238
24 H 0.05 3.48 -1.49  0.216
25 H -2.30 3.11 -2.17  0.217
26 H -3.35 0.95 -1.87  0.227
27 C -3.58 -1.45 -1.24  -0.253
28 C -4.56 -0.66 -0.40  -0.017
29 C -5.75 -0.21 -0.96  -0.231
30 C -6.65 0.49 -0.19  -0.191
31 C -6.38 0.77 1.13  -0.256
32 C -5.19 0.33 1.71  0.104
33 C -4.29 -0.39 0.93  -0.257
34 H -3.37 -0.74 1.38  0.211
35 C -4.87 0.61 3.15  -0.650
36 H -5.70 1.11 3.64  0.213
37 H -4.65 -0.31 3.68  0.221
38 H -3.99 1.25 3.22  0.222
39 H -7.09 1.32 1.73  0.209
40 H -7.58 0.83 -0.63  0.213
41 H -5.97 -0.42 -2.00  0.209
42 H -3.71 -1.23 -2.30  0.206
43 H -3.76 -2.52 -1.08  0.276
44 H 0.34 -2.93 0.54  0.234
45 H 2.35 -2.39 -0.64  0.401
46 H 4.44 -2.71 0.54  0.197
47 H 4.24 -1.07 1.20  0.246
48 H 6.92 -0.26 -1.14  0.170
49 H 6.87 -1.72 -0.12  0.182
50 H 7.21 1.68 0.06  0.156
51 H 6.68 1.69 1.76  0.187
52 H 5.11 3.06 0.60  0.214
53 H 4.91 1.91 -0.72  0.194
54 H 4.26 1.53 0.89  0.241

SMILES string	CCOCCCNC(=O)c1cc(=O)n(Cc2cccc(C)c2)c2ccccc12
E_HOMO	-8.49	eV
LUMO level	-0.026	eV

---

2.
This record from the Open Molecules 2025 dataset describes an isolated molecule of C23H26N2O5S in a non-equilibrium geometry. The level of theory is ωB97M-V/def2-TZVPD.

Each line ends with the natural charge from an NBO analysis.
Positions of all 57 atoms, in Å:
1 C 3.11 3.64 1.64  -0.634
2 C 2.76 2.38 2.38  0.004
3 C 1.47 2.20 2.87  -0.205
4 C 1.12 1.02 3.49  -0.196
5 C 2.06 0.01 3.63  -0.354
6 C 3.36 0.19 3.20  -0.208
7 C 3.71 1.38 2.58  -0.155
8 H 4.72 1.52 2.22  0.208
9 H 4.07 -0.59 3.36  0.240
10 S 1.55 -1.58 4.29  2.333
11 O 2.70 -2.24 4.83  -0.941
12 O 0.39 -1.39 5.11  -0.942
13 N 1.06 -2.50 2.99  -0.675
14 C 2.06 -3.02 2.10  -0.231
15 C 2.33 -2.10 0.90  -0.414
16 H 2.81 -1.18 1.24  0.232
17 H 3.01 -2.60 0.21  0.218
18 C 1.03 -1.73 0.19  -0.328
19 C 1.28 -0.61 -0.80  0.824
20 O 2.20 0.16 -0.76  -0.586
21 O 0.30 -0.56 -1.71  -0.521
22 C 0.27 0.56 -2.59  -0.177
23 H 1.23 1.08 -2.55  0.245
24 H 0.07 0.20 -3.60  0.206
25 C -0.81 1.56 -2.14  0.653
26 O -0.50 2.59 -1.57  -0.597
27 N -2.10 1.27 -2.44  -0.438
28 C -2.70 0.21 -3.11  0.219
29 C -2.25 -1.09 -3.32  -0.277
30 C -3.07 -1.96 -4.02  -0.196
31 C -4.31 -1.57 -4.50  -0.223
32 C -4.77 -0.28 -4.25  -0.187
33 C -3.97 0.59 -3.55  -0.050
34 C -4.25 2.01 -3.15  -0.438
35 H -4.23 2.67 -4.02  0.221
36 H -5.23 2.11 -2.68  0.227
37 C -3.10 2.31 -2.18  -0.204
38 H -3.43 2.24 -1.14  0.201
39 H -2.65 3.29 -2.33  0.232
40 H -5.75 0.03 -4.60  0.215
41 H -4.92 -2.27 -5.05  0.215
42 H -2.73 -2.97 -4.20  0.215
43 H -1.32 -1.44 -2.92  0.235
44 C -0.01 -1.19 1.18  -0.408
45 C -0.19 -2.16 2.35  -0.231
46 H -0.65 -3.09 2.00  0.197
47 H -0.83 -1.73 3.13  0.241
48 H 0.33 -0.23 1.56  0.221
49 H -0.97 -1.05 0.67  0.222
50 H 0.61 -2.59 -0.34  0.221
51 H 1.72 -4.00 1.74  0.195
52 H 2.96 -3.17 2.69  0.241
53 H 0.12 0.86 3.88  0.240
54 H 0.74 2.98 2.74  0.218
55 H 4.19 3.77 1.59  0.216
56 H 2.72 3.57 0.63  0.239
57 H 2.67 4.51 2.12  0.220

SMILES string	Cc1ccc(S(=O)(=O)N2CCC(C(=O)OCC(=O)N3CCc4ccccc43)CC2)cc1
E_HOMO	-8.59	eV
LUMO level	0.525	eV

---

3.
This record from the Open Molecules 2025 dataset describes C23H26N6SeSiTi as an isolated structure. The level of theory is ωB97M-V/def2-TZVPD.

Each line ends with the natural charge from an NBO analysis.
Positions of all 58 atoms, in Å:
1 Ti 1.05 -0.25 -0.10  1.131
2 N 3.23 2.63 1.21  -0.812
3 C 3.67 1.47 0.59  0.619
4 N 4.81 1.57 -0.10  -0.721
5 C 5.13 0.41 -0.75  0.559
6 N 6.24 0.53 -1.59  -0.827
7 N 4.55 -0.74 -0.69  -0.584
8 C 3.44 -0.80 0.17  0.148
9 N 2.95 0.38 0.78  -0.706
10 C 2.79 -1.99 0.42  0.003
11 C 3.19 -3.25 -0.18  -0.245
12 C 2.58 -4.40 0.19  -0.207
13 C 1.49 -4.37 1.13  -0.457
14 C 1.05 -3.14 1.54  0.088
15 N 1.63 -1.97 1.24  -0.676
16 H 3.50 3.45 0.69  0.372
17 H 2.24 2.58 1.40  0.385
18 H 6.88 1.25 -1.27  0.363
19 H 6.69 -0.37 -1.74  0.368
20 H 3.98 -3.23 -0.91  0.215
21 H 2.89 -5.34 -0.25  0.178
22 H 0.96 -5.27 1.40  0.185
23 H 0.14 -3.07 2.13  0.172
24 C -1.28 4.72 -0.21  -1.113
25 Si -1.03 2.87 0.16  1.653
26 C -0.86 2.81 2.05  -1.110
27 C -2.71 2.09 -0.28  -0.455
28 C -3.87 2.36 0.45  -0.155
29 C -5.09 1.80 0.12  -0.246
30 C -5.19 0.95 -0.97  -0.237
31 C -4.06 0.67 -1.72  -0.215
32 C -2.83 1.23 -1.37  -0.192
33 H -2.06 5.17 0.42  0.205
34 H -1.55 4.88 -1.26  0.221
35 H -0.34 5.26 -0.02  0.215
36 H -1.77 3.18 2.54  0.209
37 H -0.03 3.45 2.38  0.218
38 H -0.67 1.79 2.38  0.239
39 H -3.81 3.02 1.31  0.185
40 H -5.97 2.03 0.71  0.187
41 H -6.14 0.50 -1.23  0.192
42 H -4.11 -0.02 -2.55  0.209
43 H -1.95 0.96 -1.95  0.241
44 C 0.31 2.00 -0.68  -1.533
45 H 1.28 2.51 -0.59  0.218
46 H 0.12 1.86 -1.75  0.236
47 Se 0.27 -1.51 -2.49  -0.363
48 C -0.96 -2.23 -1.23  -0.175
49 C -1.41 -3.56 -1.24  -0.241
50 C -2.27 -4.02 -0.25  -0.211
51 C -2.69 -3.18 0.77  -0.275
52 C -2.26 -1.86 0.80  -0.205
53 C -1.41 -1.40 -0.20  -0.243
54 H -1.06 -4.22 -2.02  0.207
55 H -2.59 -5.05 -0.28  0.188
56 H -3.35 -3.56 1.54  0.189
57 H -2.58 -1.18 1.58  0.204
58 H -1.15 -0.34 -0.24  0.204

E_HOMO (alpha / beta)	0.85 / 0.69	eV
multiplicity	3
<S²>	2.009
charge	-2
LUMO level (alpha / beta)	4.702 / 4.699	eV

---

4.
This record from the Open Molecules 2025 dataset describes C23H26NO6PS3V as an isolated structure in a non-equilibrium geometry. The level of theory is ωB97M-V/def2-TZVPD.

Each line ends with the natural charge from an NBO analysis.
Positions of all 61 atoms, in Å:
1 V 0.19 -1.15 -0.92  1.191
2 C 5.41 -3.39 2.66  -0.595
3 C 4.76 -2.02 2.87  -0.098
4 C 5.31 -1.39 4.15  -0.595
5 C 5.15 -1.12 1.69  -0.609
6 C 3.25 -2.22 2.97  0.076
7 C 2.71 -2.89 4.08  -0.263
8 C 1.35 -3.13 4.19  -0.217
9 C 0.51 -2.70 3.18  -0.249
10 S -1.21 -2.86 3.00  0.332
11 C -1.13 -1.98 1.49  0.085
12 N 0.11 -1.64 1.13  -0.534
13 C 1.02 -2.03 2.06  0.227
14 C 2.40 -1.80 1.97  -0.275
15 C -2.22 -1.63 0.65  -0.111
16 C -3.57 -1.82 1.02  -0.205
17 C -4.57 -1.38 0.18  -0.272
18 C -4.23 -0.74 -1.02  -0.226
19 C -2.91 -0.56 -1.37  -0.211
20 C -1.85 -1.00 -0.56  -0.338
21 H 6.50 -3.30 2.59  0.191
22 H 5.05 -3.86 1.74  0.220
23 H 5.18 -4.07 3.49  0.200
24 H 6.40 -1.26 4.07  0.194
25 H 5.12 -2.01 5.03  0.197
26 H 4.87 -0.41 4.33  0.213
27 H 6.22 -0.95 1.71  0.194
28 H 4.64 -0.15 1.73  0.228
29 H 4.90 -1.57 0.73  0.223
30 H 3.36 -3.22 4.88  0.192
31 H 0.96 -3.64 5.06  0.201
32 H 2.77 -1.27 1.10  0.240
33 H -3.83 -2.30 1.96  0.184
34 H -5.61 -1.52 0.45  0.184
35 H -5.02 -0.39 -1.68  0.186
36 H -2.67 -0.07 -2.31  0.206
37 C 4.13 3.53 0.79  -0.627
38 C 4.01 3.22 -0.69  -0.063
39 O 2.67 3.51 -1.11  -0.834
40 P 1.79 2.34 -1.81  1.693
41 S 0.05 2.99 -2.32  -0.652
42 S 1.88 0.77 -0.52  -0.748
43 O 2.78 2.05 -3.05  -0.856
44 C 2.56 0.88 -3.87  -0.074
45 C 3.74 0.74 -4.80  -0.619
46 H 5.15 3.39 1.13  0.189
47 H 3.47 2.87 1.35  0.231
48 H 3.83 4.56 0.98  0.198
49 H 4.25 2.17 -0.88  0.202
50 H 4.68 3.84 -1.29  0.162
51 H 1.62 1.00 -4.41  0.200
52 H 2.44 0.01 -3.22  0.214
53 H 3.85 1.63 -5.42  0.191
54 H 3.61 -0.13 -5.44  0.221
55 H 4.66 0.61 -4.23  0.193
56 O 0.92 -2.31 -4.70  -0.678
57 C 0.59 -2.20 -3.52  0.664
58 O 0.39 -1.08 -2.92  -0.786
59 C 0.39 -3.45 -2.59  0.668
60 O 0.46 -4.58 -3.04  -0.670
61 O 0.18 -3.12 -1.37  -0.784

E_HOMO (alpha / beta)	-0.37 / -2.65	eV
multiplicity	4
<S²>	3.769
charge	-2
LUMO level (alpha / beta)	4.017 / 4.012	eV

---

- Number 1 is which compound?
  C23H26N2O3